No. 1
DFT (ωB97M-V/def2-TZVPD) results for a molecular structure, C20H28F3O2Ti.

```
54
Properties=species:S:1:pos:R:3:forces:R:3:mulliken_charge:R:1
O 2.4889 -1.5530 0.5466 1.4211 -1.3815 1.3999 -0.306
C 2.6088 -2.5044 1.6766 -0.5790 -0.1949 0.0376 -0.604
C 4.1218 -2.5796 1.6200 -0.3262 0.3253 -0.4267 -0.862
H 2.0925 -3.4438 1.4327 -0.0059 0.3177 0.2013 0.270
H 2.2594 -2.0844 2.6304 -0.1793 -0.0996 -0.4331 0.425
C 3.9439 -1.5961 0.4389 1.2590 -0.2397 -0.0748 1.502
H 4.5274 -3.5536 1.3418 0.0426 0.1655 0.1189 0.322
H 4.6223 -2.1571 2.4965 -0.0102 -0.1835 -0.2341 0.296
C 4.3926 -2.2015 -0.8752 -0.0157 0.1087 -0.1362 -1.701
H 3.8367 -3.1235 -1.0866 0.0816 0.2452 -0.0107 0.380
H 5.4603 -2.4509 -0.8105 -0.2086 0.1014 -0.0721 0.399
H 4.2479 -1.4755 -1.6835 -0.0229 -0.2630 -0.0298 0.375
C 4.6123 -0.2613 0.6928 -0.0046 0.1556 -0.1874 -1.775
H 4.2563 0.2003 1.6242 0.0123 -0.0575 -0.3041 0.349
H 4.4478 0.4008 -0.1653 -0.0474 0.1189 0.2793 0.388
H 5.6964 -0.4194 0.7848 -0.2521 0.0288 -0.0188 0.424
Ti -2.0146 1.1678 -0.8960 -1.4751 -0.5174 0.5601 -0.139
C -2.9951 3.2453 -0.4936 -0.2236 -0.1865 1.1416 -0.464
C -3.6503 2.2436 0.2867 0.4820 1.1539 0.4960 -0.734
C -2.7120 1.7660 1.2649 0.1765 0.9275 -0.2455 -0.415
H -4.7018 1.9848 0.2341 0.3375 -0.0929 -0.1295 0.588
C -1.4880 2.4858 1.0823 -0.9202 0.2611 -0.1076 -0.165
C -1.6451 3.3577 -0.0305 -0.4111 -0.0548 0.5140 -0.937
H -0.8851 4.0470 -0.3985 -0.3021 -0.2786 0.0677 0.475
H -3.4778 3.8673 -1.2437 0.2889 -0.3700 0.0648 0.534
H -2.9365 1.0800 2.0794 0.1016 0.0519 -0.4272 0.492
H -0.6415 2.4780 1.7648 -0.1543 -0.1727 -0.4767 0.731
C -2.7789 1.7892 -2.9581 0.5743 -0.4278 -0.6453 -0.678
C -1.4768 2.3654 -2.7959 -0.0194 -0.6385 -0.5572 -0.411
C -0.5253 1.2992 -2.7004 -0.3453 0.0454 -0.2782 -0.406
H -1.2345 3.4290 -2.8202 -0.1511 -0.4629 0.2062 0.533
C -1.2347 0.0649 -2.8225 -0.6073 0.5787 -0.4583 -0.419
C -2.6261 0.3694 -2.9672 0.8105 0.2583 -1.2444 -0.450
H -3.4013 -0.3466 -3.2337 0.2843 0.3070 0.4755 0.551
H -3.7202 2.3160 -3.1227 0.4318 -0.2192 0.2278 0.494
H 0.5585 1.4099 -2.6444 -0.4166 -0.0209 0.1246 0.535
H -0.7998 -0.9335 -2.8838 -0.1845 0.4059 0.3450 0.481
O -0.8658 -0.3384 0.0198 0.2967 0.1835 0.6991 -0.196
C 0.4089 0.2436 0.4526 0.3141 -0.5567 -0.5252 -0.115
C 0.4947 -0.0207 1.9419 -0.2419 0.2712 -0.0405 -0.810
H 0.4926 1.2967 0.1391 -0.4099 -0.4421 0.2464 0.293
H 1.1898 -0.3183 -0.0616 -0.3598 0.3206 0.0895 0.604
C -0.3191 -1.3046 2.1248 0.4505 -0.6902 0.3394 -0.573
H 0.0347 0.7719 2.5266 0.0119 0.1172 -0.0279 0.382
H 1.5434 -0.0950 2.2386 -0.2125 -0.1097 0.0608 0.391
C -1.2936 -1.3770 0.9637 -0.1420 0.5030 -0.3780 -0.781
H -0.8575 -1.3231 3.0750 0.0941 0.0573 -0.0500 0.494
H 0.3401 -2.1781 2.1152 -0.3075 0.2089 -0.0035 0.090
H -2.3148 -1.1610 1.2889 0.2279 0.0649 -0.2835 0.218
H -1.2979 -2.3285 0.4214 0.1042 0.1837 0.1516 0.402
F -4.3638 -0.6267 0.6035 -0.2610 -0.1559 -0.2174 -0.302
C -3.8760 -0.3665 -0.6606 1.3932 1.0375 -0.4733 0.409
F -3.5564 -1.6116 -1.1712 -0.5237 -0.1825 0.2346 -0.279
F -4.9881 0.0539 -1.3830 0.1240 -0.5055 0.4152 -0.305
```
Forces are in eV/Å.

spin multiplicity	2
relative energy (zero: lowest compared OMol25 entry of this formula, charge and spin)	25.8	kcal per mole
calculated total energy	-56555.602	eV
total charge	0

=====

No. 2
DFT (ωB97M-V/def2-TZVPD) results for a single C20H28N2O3 molecule.

```
53
Properties=species:S:1:pos:R:3:forces:R:3:mulliken_charge:R:1
C -8.1440 -0.5014 0.4099 0.2380 0.2818 -0.2019 -1.038
C -7.7120 0.4718 -0.6835 -0.3336 -0.2852 0.0107 -0.415
O -6.6326 1.2926 -0.2876 0.2237 0.1482 0.0927 -0.472
C -5.3734 0.7740 -0.2308 0.2344 0.0874 0.0781 0.743
C -4.9895 -0.4910 -0.6614 -0.3035 0.1903 -0.0158 -0.215
C -3.6683 -0.8909 -0.5760 0.1637 -0.0540 0.0089 -0.982
C -2.6967 -0.0458 -0.0510 -0.4219 -0.0523 -0.0388 0.242
N -1.3525 -0.4431 0.0299 0.1382 0.2255 -0.1404 0.234
C -0.2949 0.5382 0.1876 0.2510 0.3034 0.1707 -1.341
C 0.9933 -0.2236 -0.1310 -0.0962 0.0966 0.3372 0.356
C 2.1732 0.2662 0.7080 -0.3700 -0.2062 -0.5944 -0.041
O 2.0424 0.9576 1.6957 -0.0201 0.2423 0.3533 -0.693
N 3.3640 -0.1797 0.2681 0.4439 -0.1729 -0.0956 0.079
C 4.6117 0.1201 0.9514 0.1430 0.0986 0.3869 -0.190
C 5.5726 -1.0598 0.8059 -0.1872 0.0321 -0.1218 -1.142
C 6.2365 -1.2135 -0.5634 0.2495 -0.0109 0.2741 -0.560
C 7.2877 -0.1354 -0.8326 -0.0986 0.0023 -0.2625 -0.673
C 6.7453 1.1245 -1.5122 -0.0400 -0.0284 0.0508 -0.762
C 5.3745 1.5935 -1.0169 0.2382 0.0813 0.1063 -0.580
C 5.1667 1.4780 0.4934 -0.2494 -0.0550 -0.1213 -1.079
C 0.6223 -1.6672 0.2157 -0.0676 -0.0416 -0.0965 -0.789
C -0.8925 -1.7214 0.0462 0.4524 -0.3084 -0.0280 0.411
O -1.5425 -2.7380 -0.0399 -0.1544 -0.2222 0.0213 -0.673
C -3.0820 1.2226 0.3837 0.0588 -0.1475 -0.0293 -0.117
C -4.3972 1.6227 0.2920 -0.2802 -0.0852 -0.0862 -0.885
H -9.0066 -1.0706 0.0745 -0.0971 -0.0900 -0.0170 0.350
H -8.4108 0.0498 1.3081 -0.0470 0.0236 0.0817 0.299
H -7.3395 -1.1898 0.6567 0.0121 -0.0959 0.0415 0.349
H -8.5222 1.1758 -0.8943 0.1136 -0.1349 -0.0535 0.314
H -7.4731 -0.0640 -1.6107 -0.0170 0.1051 0.0473 0.329
H -5.7045 -1.1833 -1.0765 -0.0950 -0.0407 -0.0195 0.329
H -3.3936 -1.8771 -0.9097 0.0217 -0.0256 -0.0047 0.424
H -0.2421 0.9082 1.2195 -0.0276 0.0359 -0.1898 0.394
H -0.4558 1.3828 -0.4860 -0.0017 -0.0311 0.0614 0.497
H 1.2364 -0.1403 -1.1943 -0.0347 -0.0101 0.0590 0.528
H 3.4115 -0.7598 -0.5533 -0.1739 0.0345 0.0036 0.354
H 4.3482 0.2225 2.0120 0.0594 -0.0607 -0.1890 0.412
H 6.3564 -0.9576 1.5588 0.0249 -0.0203 0.0236 0.471
H 5.0166 -1.9718 1.0402 0.0122 0.0089 0.1028 0.354
H 5.4927 -1.2148 -1.3618 -0.0731 -0.0966 -0.1462 0.295
H 6.7250 -2.1907 -0.5799 -0.0889 -0.0135 -0.0762 0.376
H 7.7596 0.1321 0.1143 0.0750 -0.0256 0.0419 0.316
H 8.0720 -0.5467 -1.4718 0.0624 0.0176 0.0792 0.357
H 6.6738 0.9506 -2.5886 0.0777 0.0364 -0.0297 0.341
H 7.4727 1.9256 -1.3644 0.0156 0.0416 -0.0834 0.324
H 4.5848 1.0382 -1.5254 -0.0575 0.0521 -0.0561 0.288
H 5.2553 2.6387 -1.3101 -0.0967 -0.0444 -0.0582 0.389
H 6.0983 1.6810 1.0211 0.0734 0.0723 0.1136 0.476
H 4.4388 2.2292 0.8064 0.0535 0.0045 0.0851 0.485
H 0.8472 -1.8904 1.2619 -0.0018 -0.0234 0.0041 0.367
H 1.1070 -2.4181 -0.4059 -0.0696 -0.0254 0.0412 0.357
H -2.3604 1.9020 0.8077 0.0980 0.0699 0.0363 0.406
H -4.6975 2.6031 0.6264 -0.0301 0.1158 0.0426 0.401
```
Forces are in eV/Å.

spin multiplicity	1
relative energy (zero: lowest compared OMol25 entry of this formula, charge and spin)	14.7	kcal per mole
calculated total energy	-30318.477	eV
total charge	0

=====

No. 3
DFT (ωB97M-V/def2-TZVPD) results for a single C20H28N2O4 molecule.

```
54
Properties=species:S:1:pos:R:3:forces:R:3:mulliken_charge:R:1
C 4.2368 2.3324 -3.7801 0.0456 -0.3681 0.2175 -1.082
C 4.8653 1.0042 -3.3657 0.0900 0.2701 -0.3727 -0.465
O 4.3339 0.5016 -2.1585 -0.2337 -0.1435 0.2770 -0.488
C 3.1101 -0.0906 -2.1524 0.0268 -0.0132 0.1080 1.017
C 2.3245 -0.3546 -3.2601 0.3364 0.1497 0.0520 -0.381
C 1.0870 -0.9730 -3.1271 -0.1894 -0.1771 0.2170 -1.451
C 0.6284 -1.3625 -1.8865 -0.0094 -0.0048 -0.2759 0.362
C -0.7431 -1.9648 -1.6992 0.0365 -0.0436 -0.1412 -1.343
N -1.4974 -1.1472 -0.7689 0.2671 -0.3491 0.3297 0.247
C -2.3841 -0.2118 -1.1548 -0.3059 0.1719 0.5338 0.302
O -2.9250 -0.1788 -2.2384 -0.0861 0.1219 -0.3778 -0.694
C -2.6487 0.8817 -0.0961 -0.0990 0.0555 -0.4462 0.266
C -1.8583 2.1331 -0.5160 0.0345 0.0411 -0.0789 -1.117
C -0.5164 1.9318 0.1812 -0.0191 0.0958 0.0093 -0.145
C -0.8546 1.0635 1.3841 0.2841 0.3629 -0.2922 0.575
O -0.1186 0.8247 2.3199 0.1998 -0.0584 0.3746 -0.711
N -2.1033 0.5693 1.2063 -0.3744 0.0986 -0.1677 -0.083
C -2.8210 -0.2530 2.1581 0.2070 -0.1246 0.4251 -0.230
C -3.0408 0.4404 3.5070 -0.1357 -0.0079 -0.0377 -0.876
C -3.4583 -0.6978 4.4409 -0.0531 0.1001 0.0742 -0.572
C -2.8600 -1.9836 3.8338 0.0394 -0.1341 -0.0226 -0.728
C -2.1095 -1.5466 2.5723 -0.0956 -0.1179 -0.0395 -0.617
C 1.4203 -1.1157 -0.7632 0.2062 0.0246 0.0121 -0.448
C 2.6396 -0.4736 -0.8720 0.1046 0.0968 0.0682 0.902
O 3.4503 -0.1616 0.1702 0.0537 0.0188 -0.5164 -0.469
C 3.0105 -0.4500 1.4785 -0.1467 -0.0302 0.2760 -0.644
H 4.7238 2.7044 -4.6774 0.0335 0.0603 -0.1103 0.377
H 4.3607 3.0600 -2.9822 0.0148 0.0885 0.0459 0.311
H 3.1739 2.2164 -3.9767 -0.0797 0.0441 -0.0532 0.342
H 5.9274 1.1509 -3.1502 -0.1315 -0.0798 -0.0937 0.346
H 4.7769 0.2624 -4.1696 0.0509 0.0239 0.1054 0.359
H 2.6557 -0.0760 -4.2475 0.0903 0.0825 -0.0683 0.331
H 0.4837 -1.1448 -4.0050 -0.0928 -0.0105 -0.1004 0.354
H -1.2922 -1.9835 -2.6415 0.0589 -0.0778 0.0904 0.511
H -0.6744 -2.9817 -1.2981 -0.0471 0.0704 -0.1066 0.269
H -1.0666 -1.0291 0.1362 -0.1877 0.0434 -0.0989 -0.308
H -3.7246 1.0690 -0.0477 0.1125 -0.0861 -0.0405 0.494
H -1.7765 2.2089 -1.5984 -0.0708 0.0181 0.0178 0.489
H -2.3537 3.0288 -0.1391 -0.0268 -0.0443 0.0008 0.341
H -0.0456 2.8590 0.5032 0.0396 -0.0639 0.0490 0.508
H 0.1970 1.3939 -0.4491 0.0303 -0.0252 0.0477 -0.167
H -3.7862 -0.4970 1.7025 0.0510 0.0148 0.0177 0.425
H -3.7850 1.2337 3.4514 0.0045 0.0782 -0.0223 0.381
H -2.0930 0.8711 3.8287 0.0069 0.0322 -0.0373 0.326
H -3.0989 -0.5259 5.4539 -0.0763 0.0091 0.0463 0.359
H -4.5453 -0.7719 4.4830 -0.0102 0.0028 0.0718 0.276
H -3.6557 -2.6822 3.5733 0.0168 -0.0557 0.0454 0.270
H -2.1936 -2.4867 4.5321 -0.0347 -0.0848 -0.0030 0.379
H -1.0729 -1.3102 2.8137 0.0068 0.0137 -0.0711 0.280
H -2.1362 -2.3091 1.7943 0.0496 -0.0140 -0.0504 0.347
H 1.0719 -1.4299 0.2091 0.0129 0.0051 0.1845 0.499
H 2.0737 0.0625 1.7205 0.0448 -0.0468 -0.0495 0.173
H 3.7974 -0.0831 2.1349 -0.0528 -0.0515 -0.0040 0.259
H 2.8902 -1.5277 1.6323 0.0025 0.0179 -0.0192 0.343
```
Forces are in eV/Å.

spin multiplicity	1
relative energy (zero: lowest compared OMol25 entry of this formula, charge and spin)	44.3	kcal per mole
calculated total energy	-32365.463	eV
total charge	0

=====

No. 4
DFT (ωB97M-V/def2-TZVPD) results for a single C20H28N2O4 molecule.

```
54
Properties=species:S:1:pos:R:3:forces:R:3:mulliken_charge:R:1
C -0.9630 4.5272 0.7906 -0.0422 0.1965 -0.1250 -1.008
O -0.7211 3.3221 1.4755 -0.0149 -0.3241 0.1561 -0.384
C -1.6396 2.3202 1.3771 -0.0457 -0.0954 -0.0025 0.493
C -2.7794 2.3546 0.5832 0.2249 0.3485 -0.0259 -0.456
C -3.6324 1.2612 0.5621 -0.0295 -0.1849 0.0472 -0.995
C -3.3658 0.1368 1.3169 -0.0727 0.0019 -0.0348 -0.500
C -2.2294 0.0952 2.1197 0.1188 0.1891 0.0155 0.552
C -1.9068 -1.1557 2.8921 -0.1902 -0.0976 0.1186 -1.448
N -1.4670 -2.2067 1.9863 0.1042 0.3374 0.0934 0.239
C -0.2272 -1.9478 1.2947 0.2574 -0.0160 -0.2479 -0.222
C -0.1418 -2.7197 -0.0211 0.3818 -0.1347 0.3454 0.579
C 1.2200 -2.3968 -0.6244 -0.6684 -0.0458 -0.1218 0.180
O 2.2597 -2.7609 -0.1194 0.3230 -0.1607 0.3176 -0.697
N 1.1677 -1.6319 -1.7378 -0.1001 0.2016 -0.3944 -0.082
C 2.3333 -0.9805 -2.2888 0.0979 0.2269 -0.1112 -1.383
C 2.1948 0.5459 -2.2383 0.2723 -0.2649 0.2347 0.436
C 1.9229 1.0476 -0.8177 -0.0777 0.3450 -0.2977 0.004
C 1.8656 2.5758 -0.8172 -0.1825 -0.2519 0.2782 -0.688
O 3.0512 3.1506 -1.3125 0.1330 0.0770 0.0660 -0.436
C 3.3159 2.7464 -2.6344 0.2314 -0.1753 -0.2556 -0.519
C 3.4642 1.2277 -2.7526 -0.3708 0.2776 0.0341 -0.822
C -0.3107 -4.1968 0.3178 -0.0706 0.1161 -0.1666 -0.783
C -1.7003 -4.4067 0.9053 0.0433 -0.0611 -0.0040 -0.605
C -2.1869 -3.3447 1.8802 -0.0792 -0.3293 -0.1371 0.725
O -3.2172 -3.5148 2.5077 -0.2940 -0.1758 0.1074 -0.683
C -1.3734 1.1819 2.1403 -0.0868 0.1259 -0.0098 -0.126
H -0.9947 4.3763 -0.2933 -0.0156 0.0017 0.0313 0.352
H -1.8960 4.9951 1.1203 0.0288 -0.0270 -0.0239 0.451
H -0.1260 5.1789 1.0355 -0.0719 -0.0027 -0.0480 0.258
H -3.0158 3.2199 -0.0155 0.0128 0.0976 -0.0402 0.441
H -4.5177 1.2980 -0.0556 -0.0753 0.0064 -0.0441 0.389
H -4.0318 -0.7121 1.2968 -0.1023 -0.1211 -0.0056 0.497
H -1.1193 -0.9623 3.6279 -0.0599 0.0037 -0.0066 0.316
H -2.7956 -1.5382 3.4000 0.1941 0.0949 0.0044 0.559
H -0.1656 -0.8708 1.1058 0.0194 -0.1291 0.0141 -0.119
H 0.6293 -2.2312 1.9221 -0.0262 0.0835 -0.1123 0.039
H -0.9479 -2.3985 -0.6887 0.0092 0.0443 0.0120 0.202
H 0.2734 -1.3396 -2.0992 -0.0125 -0.1149 0.1761 0.311
H 3.1828 -1.3105 -1.6866 -0.0171 0.0457 -0.1142 0.431
H 2.4878 -1.3044 -3.3240 0.0847 0.0048 0.0812 0.333
H 1.3531 0.8400 -2.8802 -0.0105 0.0336 -0.0157 0.206
H 0.9777 0.6571 -0.4368 -0.0250 -0.0103 0.0619 -0.134
H 2.7251 0.7152 -0.1571 0.0406 -0.0540 0.0896 0.345
H 1.7426 2.9595 0.1968 -0.0896 -0.0182 -0.0810 0.340
H 1.0097 2.9069 -1.4296 0.0171 0.0103 0.0625 0.299
H 4.2410 3.2508 -2.9202 -0.0997 -0.0205 -0.0669 0.372
H 2.5046 3.0886 -3.2985 0.0714 0.0016 0.0278 0.313
H 3.6542 0.9593 -3.7926 0.0667 -0.0231 -0.0648 0.376
H 4.3146 0.9064 -2.1492 0.0859 -0.0442 0.0047 0.333
H 0.4639 -4.4818 1.0310 0.0523 0.0110 -0.0360 0.335
H -0.1859 -4.8149 -0.5735 0.0398 -0.0415 0.0459 0.367
H -1.7657 -5.3665 1.4206 -0.0970 0.0804 -0.0046 0.370
H -2.4456 -4.4312 0.1040 -0.0171 -0.0059 0.0756 0.253
H -0.4856 1.1803 2.7546 0.1340 -0.0331 0.0971 0.392
```
Forces are in eV/Å.

spin multiplicity	1
relative energy (zero: lowest compared OMol25 entry of this formula, charge and spin)	39.1	kcal per mole
calculated total energy	-32365.688	eV
total charge	0